No. 1
This record from OMol25 describes a molecular structure, C5H10ClO5PTm in a non-equilibrium geometry. The level of theory is ωB97M-V with the def2-TZVPD basis set.

XYZ file:
```
23
C5H10ClO5PTm (ωB97M-V with the def2-TZVPD basis set)
C -0.2573 -2.4867 0.2728
C -0.5827 -0.9406 -0.0800
C 0.3042 -0.0366 0.8702
C 1.3178 0.6824 -0.0645
P 0.4851 1.8731 -1.2040
O -0.8229 2.3495 -0.7278
O 0.2664 1.2150 -2.7021
O 1.4458 3.1669 -1.3490
O -0.4263 0.9484 1.6637
C -1.3792 0.4835 2.4190
O -2.3714 1.1681 2.5021
Cl -1.3511 -0.9774 3.3297
H -0.1983 -3.1267 -0.6849
H -0.9982 -2.9742 0.9192
H 0.7353 -2.5904 0.7407
H -0.2170 -0.7575 -1.1607
H -1.6876 -0.6801 -0.0806
H 0.9215 -0.6137 1.5819
H 1.7570 -0.1206 -0.6964
H 2.1747 1.1039 0.4901
H -0.6746 1.3304 -2.9016
H 2.2595 2.9711 -0.8615
Tm -0.7006 -1.9879 -2.2764
```

The spin multiplicity is 3. Its expectation value of S² is 2.009. The charge is +3. For the HOMO-LUMO gap (alpha / beta), the calculation gives 7.6 / 4.7 eV. The total energy is -66889.941 eV.



No. 2
This record from OMol25 describes a single C5H10F2O molecule in a non-equilibrium geometry. The level of theory is ωB97M-V with the def2-TZVPD basis set.

XYZ file:
```
18
C5H10F2O (ωB97M-V with the def2-TZVPD basis set)
C 1.2731 -0.2857 -1.0230
C 0.7382 0.3998 0.2619
C -0.0789 1.6309 -0.0101
F 1.9213 0.7614 0.9858
C -0.0426 -0.6644 1.1032
C -1.4543 -0.9827 0.5797
O -0.1811 0.1989 2.5712
F 0.6509 -1.7725 1.4868
H 1.6792 0.3849 -1.7202
H 0.5612 -0.8043 -1.5253
H 2.0544 -0.9340 -0.7294
H 0.7365 2.3589 -0.3110
H -0.6392 2.0540 0.8701
H -0.7894 1.4754 -0.8570
H -1.8490 -1.9243 1.0326
H -1.3040 -1.2641 -0.5230
H -2.1457 -0.2469 0.6327
H 0.7026 -0.1375 2.9333
```

As for the SMILES: CC(C)(F)[C@](C)(O)F. For the HOMO-LUMO gap, the calculation gives 11.3 eV. The total energy is -12828.559 eV. The value obtained for the energy above the lowest of the compared OMol25 structures with the same formula, charge and spin is 148.8 kJ/mol.